# 1
DFT (ωB97M-V with the def2-TZVPD basis set) results for a molecular structure, C35H56Br10Cl2F2N4O9PS at a distorted geometry.

Calculated values
**E**: -29862.88660 Ha
**Max |F|**: 0.130 Eh/bohr
**Highest occupied orbital energy**: -2.42 eV
**Relative energy (zero: lowest compared OMol25 entry of this formula, charge and spin)**: 0.000 eV
**Lowest unoccupied orbital energy**: -0.708 eV
**Total charge**: -1
**Gap between HOMO and LUMO**: 1.71 eV

```
120
Properties=species:S:1:pos:R:3:forces:R:3
O -2.5815 0.9344 -1.0105 -0.5 0.2 0.3
C -1.8775 -0.0094 -1.2185 0.3 -0.4 0.2
C -0.6210 -0.3073 -0.4305 0.1 -0.3 -0.4
Cl -0.5871 -0.1282 1.2776 -0.3 0.3 -0.3
C 0.4206 -0.7370 -1.1395 0.5 0.0 0.1
C 1.7842 -1.1450 -0.6212 0.3 0.7 -1.0
O 2.3461 -0.2732 0.3405 -0.3 -0.9 0.4
C 2.9229 -1.0302 1.3746 -0.3 -0.6 0.7
C 3.9666 -1.9277 1.1193 0.6 -0.2 -1.1
C 4.5563 -2.7045 2.0901 -0.2 -0.2 0.4
C 4.1223 -2.6076 3.4176 -1.0 -0.2 0.3
C 3.1101 -1.7042 3.7298 -0.2 0.2 -1.7
C 2.4938 -0.9113 2.6727 -0.3 -1.1 0.4
C 0.2320 -0.8806 -2.6352 -0.7 -0.3 0.5
O 1.0977 -0.6073 -3.4229 0.4 -0.1 -0.3
C -1.1110 -1.4334 -3.0459 0.1 0.7 0.1
C -1.1652 -2.4331 -4.1657 0.2 -0.8 0.5
C -0.3943 -3.7069 -3.7090 0.2 1.2 -0.2
F 0.8906 -3.6669 -4.2590 0.0 -0.4 0.0
C -2.1507 -0.9937 -2.3295 -0.3 -0.2 -0.6
C -3.5694 -1.4848 -2.5808 0.3 -0.2 1.4
C -3.6782 -2.9266 -1.9807 0.8 -0.1 -0.4
O -4.1750 -3.8782 -2.9271 -0.2 0.2 0.2
H 1.7246 -2.1897 -0.2926 0.0 0.2 0.3
H 2.4483 -1.1296 -1.4997 -0.2 -0.1 0.0
H 4.3366 -2.0562 0.0949 -0.1 0.3 0.0
H 5.3439 -3.4055 1.8186 0.0 0.1 0.1
H 4.5376 -3.1799 4.2389 0.3 0.0 -0.3
H 2.7382 -1.5752 4.7358 0.0 -0.1 -0.1
H 1.6959 -0.2288 2.9265 0.1 0.0 0.0
H -0.7071 -2.0539 -5.0815 0.0 0.0 0.1
H -2.1825 -2.7663 -4.3816 0.0 0.4 0.0
H -0.8900 -4.6300 -4.0157 0.2 0.0 0.0
H -0.2574 -3.6526 -2.6238 -0.1 -0.4 -0.1
H -4.2691 -0.8829 -1.9970 0.0 0.3 -0.5
H -3.8199 -1.4784 -3.6390 -0.1 0.0 0.1
H -2.6714 -3.2570 -1.6926 -0.1 0.1 0.1
H -4.2486 -2.9281 -1.0480 -0.3 -0.1 -0.3
H -3.4560 -4.4866 -3.1060 -0.1 -0.1 0.0
F 7.1892 -2.7237 3.6471 0.1 -0.1 0.2
C 8.3222 -2.7869 2.9459 0.1 0.1 -0.1
C 8.2897 -2.4420 1.6072 -0.2 0.0 -0.3
C 9.4610 -2.4969 0.8682 0.0 -0.2 0.1
C 10.6445 -2.9015 1.4688 0.1 -0.1 0.0
C 10.6604 -3.2487 2.8130 -0.2 0.1 -0.1
C 9.4922 -3.1878 3.5621 0.1 -0.1 0.2
H 7.3523 -2.1318 1.1609 0.0 0.1 0.2
H 9.4527 -2.2203 -0.1792 0.0 0.1 0.0
H 11.5561 -2.9444 0.8889 0.0 0.0 0.0
H 11.5833 -3.5659 3.2804 0.0 0.0 0.0
H 9.4840 -3.4445 4.6129 0.0 0.0 0.0
O 1.8989 4.5233 3.3564 0.5 -1.8 0.4
S 3.1192 3.8480 3.0292 -0.2 -0.3 0.4
O 3.6079 2.7382 3.8186 -0.9 2.9 -0.1
O 4.3203 4.8786 2.8379 0.1 0.0 -0.3
C 4.6877 5.7251 3.9404 0.2 0.0 0.7
C 5.3935 4.9535 5.0455 0.0 -0.2 0.0
C 3.0158 3.3187 1.3541 0.1 0.0 -0.3
H 3.8097 6.2508 4.3113 -0.1 -0.1 -0.2
H 5.3616 6.4777 3.5334 -0.1 -0.1 -0.3
H 4.7305 4.2202 5.5021 0.0 0.0 0.0
H 5.7248 5.6374 5.8308 0.0 0.1 -0.1
H 6.2573 4.4101 4.6555 0.0 0.0 0.0
H 2.6842 4.1547 0.7414 0.0 0.1 0.1
H 2.2895 2.5088 1.3187 0.0 0.0 0.1
H 3.9889 2.9518 1.0342 0.0 0.0 0.1
O -2.7045 -2.4337 2.7898 0.0 0.0 0.0
H -1.9656 -1.9106 2.4564 0.0 0.0 0.0
H -3.1209 -1.8615 3.4414 0.0 0.0 0.0
N 5.6924 -3.4448 -2.0580 0.0 0.0 0.1
H 6.4187 -3.8147 -2.6792 0.0 0.0 0.0
H 5.6668 -2.4210 -2.1283 -0.1 0.0 0.1
H 4.7777 -3.8258 -2.3265 0.0 0.1 0.1
H 5.8969 -3.7119 -1.0842 -0.1 0.1 0.0
Br 1.8594 7.1079 2.8721 -0.3 2.0 -0.5
C 10.8997 1.2217 -0.3633 -0.1 0.0 0.2
Br 9.8931 1.1884 1.2735 0.0 0.0 -0.1
Br 12.0543 -0.3167 -0.5283 0.0 0.1 -0.1
Br 9.7525 1.4125 -1.9001 0.0 0.0 0.0
H 11.5364 2.0941 -0.3299 0.0 0.0 -0.1
Cl 4.1152 0.4632 3.7188 1.9 -0.7 0.9
C 7.8309 2.1520 -5.9294 0.1 0.1 0.0
Br 7.8693 3.7557 -4.8710 0.0 -0.1 0.0
Br 9.5821 1.6778 -6.5776 -0.1 0.0 0.0
Br 7.0112 0.6935 -4.9710 0.0 0.0 0.0
H 7.2131 2.3510 -6.7932 0.0 0.0 0.0
O -7.3321 0.7576 -2.3284 1.4 3.0 -1.7
P -7.7892 1.8144 -1.3484 -3.3 -4.1 4.2
N -6.8843 1.2658 0.0066 0.6 -0.4 -0.3
C -7.2610 1.3111 1.3984 -0.4 0.7 0.2
C -5.4326 1.3526 -0.1369 0.0 -0.2 -0.4
N -9.4618 1.3140 -1.3123 -0.7 0.0 0.1
C -9.9010 0.2906 -0.3808 0.2 0.0 0.4
C -10.0014 1.0236 -2.6376 0.2 0.1 -0.2
N -8.2353 3.3103 -0.6386 1.6 1.1 -2.1
C -7.2007 4.3433 -0.5938 0.2 -0.2 0.2
C -9.4366 3.6447 0.0963 -0.7 0.1 -0.3
H -7.1025 2.2981 1.8612 0.0 0.0 0.0
H -6.6639 0.5912 1.9626 0.2 0.0 -0.2
H -8.2948 1.0199 1.5677 0.0 0.1 -0.1
H -5.0606 2.3568 0.1030 0.1 -0.1 0.1
H -5.1248 1.1195 -1.1540 -0.1 0.1 0.0
H -4.9287 0.6357 0.5157 -0.1 0.0 0.1
H -9.2373 -0.5845 -0.3712 -0.1 -0.1 0.1
H -10.9094 -0.0507 -0.6263 0.0 0.0 -0.3
H -9.9887 0.6911 0.6320 0.1 -0.1 0.0
H -9.7175 0.0265 -2.9935 0.0 0.0 -0.1
H -9.6484 1.7524 -3.3692 0.0 0.0 0.0
H -11.0931 1.0887 -2.6177 0.0 0.0 0.1
H -6.7336 4.4021 0.3958 0.0 0.1 0.0
H -7.6080 5.3250 -0.8442 0.0 0.0 0.0
H -6.4158 4.1347 -1.3230 0.0 0.0 0.0
H -9.4501 3.1839 1.0885 0.0 -0.1 0.0
H -10.3403 3.3626 -0.4367 0.1 -0.2 0.0
H -9.5028 4.7262 0.2431 0.3 0.0 -0.1
C -12.9291 -3.0824 -0.5559 0.0 0.0 0.0
Br -12.7563 -2.6431 1.3114 0.0 0.0 -0.1
Br -13.7128 -1.6351 -1.5581 0.0 0.0 0.0
Br -11.2511 -3.6414 -1.3120 0.0 0.1 0.0
H -13.6067 -3.9210 -0.6248 0.0 0.0 0.0
```
Positions in Å, forces in eV/Å.


# 2
DFT (ωB97M-V with the def2-TZVPD basis set) results for 6 unconnected molecules or ions with the total composition C35H56Cl2F7N2O8 at a distorted geometry.

Calculated values
**E**: -3697.39680 Ha
**Max |F|**: 0.143 Eh/bohr
**Highest occupied orbital energy**: -10.70 eV
**Lowest unoccupied orbital energy**: -5.638 eV
**Total charge**: +1
**Gap between HOMO and LUMO**: 5.06 eV

```
110
Properties=species:S:1:pos:R:3:forces:R:3
C -1.2104 0.2110 2.3347 6.0 1.4 -4.0
C -0.1855 0.2256 1.4907 -4.8 0.6 3.2
C 0.9915 0.4576 0.3857 -0.4 -0.6 2.2
C 0.4381 1.0190 -1.0277 -0.8 2.7 3.3
C 1.1232 2.4848 -1.2034 1.0 1.2 0.0
N 2.5969 2.4042 -1.6020 -2.3 -0.1 -1.5
C 2.4887 1.8120 -3.0036 1.0 -0.2 1.1
C 2.0639 0.2551 -2.7392 4.5 1.2 -1.0
F 3.0642 -0.1819 -1.7519 -3.1 0.4 -1.6
N 0.6236 0.1078 -2.2338 0.6 0.1 -0.7
C -0.2604 0.5440 -3.4078 0.7 0.5 -6.8
O 0.1636 0.5102 -4.6207 -1.9 0.0 7.1
C -1.7403 1.1629 -3.3012 -1.7 2.2 2.4
F -1.6370 2.5468 -2.8226 0.2 -3.5 -1.2
F -2.6207 0.5343 -2.3569 2.5 1.0 -2.2
C -2.5729 1.2887 -4.6728 -1.6 3.1 -1.3
F -1.9575 2.1668 -5.6642 -1.1 -3.0 3.0
F -3.7657 2.0567 -4.3029 3.1 -2.4 -0.7
C -3.1052 -0.0552 -5.3482 -0.4 -1.2 -3.4
F -3.6497 0.3360 -6.6508 1.3 -0.9 3.6
F -2.0819 -1.0392 -5.6726 -2.0 2.7 1.3
C -4.2808 -0.8581 -4.6122 -3.8 -1.5 3.5
O -5.0501 -0.4703 -3.6942 4.1 -0.7 -4.5
O -4.5146 -2.2156 -5.1009 1.7 2.5 0.9
C 0.4115 -1.3592 -1.9424 -0.8 -3.9 1.3
Cl 0.4092 -2.4353 -3.4739 0.7 1.5 1.1
C -0.9490 -1.7519 -1.1634 -1.4 -0.6 -0.2
C -2.0596 -2.5285 -2.0634 -1.1 -0.3 1.2
Cl -0.5232 -2.9591 0.2030 -0.1 1.2 -1.3
H -1.8773 0.5664 3.2165 1.4 -1.3 -2.1
H 1.6536 -0.4772 0.3301 -1.1 1.4 0.0
H 1.6661 1.2716 0.8831 -1.2 -1.5 -1.2
H -0.6866 1.2491 -0.8050 1.9 -0.8 -1.0
H 0.6348 3.1579 -1.9922 0.0 -1.1 1.2
H 1.1301 3.0728 -0.1948 -0.6 -1.4 -1.7
H 2.9243 3.3939 -1.6608 -0.3 -1.0 0.0
H 1.7597 2.3846 -3.6808 1.0 -1.0 0.8
H 3.5566 1.8249 -3.4387 -1.9 -0.4 0.4
H 2.3082 -0.3958 -3.6501 -1.1 0.9 1.4
H -3.7858 -2.8124 -4.7903 -0.6 0.8 -0.6
H 1.2608 -1.8399 -1.3013 -1.2 1.7 -1.3
H -1.4944 -0.8960 -0.6328 1.2 -1.0 -0.8
H -3.0310 -2.5334 -1.4131 1.8 0.1 -1.1
H -2.3384 -1.9895 -3.0379 0.7 -0.8 1.4
H -1.8076 -3.6576 -2.2139 -0.2 2.3 0.0
C -0.1047 7.4096 0.0104 0.0 0.2 0.5
C 0.0840 7.8082 -1.4348 -0.3 0.1 -0.4
C 1.3741 7.0991 -1.7925 0.4 0.1 -0.1
O 1.4299 5.9083 -0.9922 -0.2 -0.1 0.0
C 0.4104 5.9851 0.0152 0.0 -0.3 0.0
H -1.1366 7.4903 0.3573 0.1 0.0 0.0
H 0.5230 8.0362 0.6531 -0.1 -0.1 0.0
H -0.7397 7.4127 -2.0390 0.1 0.1 0.0
H 0.1338 8.8874 -1.5904 0.0 -0.1 0.0
H 2.2467 7.7113 -1.5426 0.0 0.0 -0.1
H 1.4267 6.8332 -2.8512 0.0 -0.1 0.1
H -0.3809 5.2763 -0.2547 -0.1 0.0 0.1
H 0.8260 5.6921 0.9825 0.1 0.0 -0.1
C -0.9972 -4.2541 4.7496 0.2 0.0 0.5
C -2.4924 -4.3880 4.5748 -0.3 -0.3 -0.4
C -2.9554 -2.9513 4.7064 -0.2 0.2 0.2
O -1.8886 -2.1247 4.2190 0.0 -0.2 0.0
C -0.7154 -2.9352 4.0600 0.1 0.1 -0.2
H -0.4293 -5.0856 4.3270 0.0 0.1 0.0
H -0.7533 -4.1785 5.8147 0.0 0.0 -0.3
H -2.7165 -4.7623 3.5696 -0.1 0.0 0.1
H -2.9621 -5.0553 5.3000 0.0 0.1 -0.1
H -3.1332 -2.6852 5.7536 -0.1 -0.1 0.0
H -3.8661 -2.7502 4.1363 0.1 0.1 0.0
H -0.5495 -3.0763 2.9858 0.1 0.0 0.0
H 0.1499 -2.4175 4.4812 -0.1 0.1 0.0
C 3.1200 -5.2575 7.7031 0.3 0.1 0.4
C 2.4807 -6.4688 7.0657 0.1 -0.3 -0.4
C 1.0045 -6.1536 7.1982 -0.4 0.0 0.2
O 0.8781 -4.7255 7.1502 0.4 -0.3 0.2
C 2.1855 -4.1452 7.2747 -0.1 0.3 -0.3
H 4.1526 -5.0900 7.3906 -0.1 0.0 0.0
H 3.1041 -5.3601 8.7937 0.0 0.0 -0.1
H 2.7582 -6.5206 6.0072 0.0 0.0 0.1
H 2.7589 -7.4128 7.5383 -0.1 0.1 0.0
H 0.6106 -6.4923 8.1622 0.0 -0.1 0.0
H 0.4068 -6.6024 6.4003 -0.1 0.1 0.0
H 2.4683 -3.7449 6.2960 0.1 0.1 0.1
H 2.1560 -3.3227 7.9920 -0.1 -0.1 -0.1
C -4.2409 1.3694 -9.8226 -0.2 -0.5 0.0
C -3.1786 2.1808 -9.1187 0.1 0.4 0.4
C -2.1779 2.4235 -10.2304 0.2 0.0 -0.3
O -2.9207 2.4649 -11.4557 -0.1 -0.1 0.4
C -4.2519 1.9947 -11.2027 -0.1 0.3 -0.3
H -5.2159 1.4018 -9.3323 0.1 0.0 -0.1
H -3.9251 0.3224 -9.8889 -0.1 0.1 0.0
H -3.6018 3.1337 -8.7826 0.1 -0.1 0.0
H -2.7417 1.6779 -8.2549 0.0 0.1 -0.2
H -1.4573 1.6017 -10.3031 0.1 0.0 0.1
H -1.6275 3.3591 -10.1024 0.0 0.0 -0.1
H -4.9247 2.8581 -11.2416 -0.1 -0.1 0.0
H -4.5469 1.2878 -11.9817 0.1 0.1 0.0
C 4.5689 0.0547 8.0674 0.1 0.0 0.5
C 5.2701 0.2407 6.7425 0.1 0.4 -0.4
C 5.1818 -1.1471 6.1408 0.1 -0.4 0.0
O 3.9754 -1.7413 6.6404 0.2 0.3 0.1
C 3.4715 -0.9264 7.7089 -0.3 0.0 -0.1
H 4.1868 0.9829 8.4966 0.0 -0.1 0.0
H 5.2553 -0.4001 8.7898 -0.1 0.1 0.0
H 4.7119 0.9523 6.1243 0.1 0.0 0.0
H 6.2966 0.6007 6.8349 -0.1 -0.1 0.0
H 6.0211 -1.7735 6.4611 0.1 0.1 -0.1
H 5.1573 -1.1294 5.0482 -0.1 -0.1 0.1
H 2.5796 -0.4071 7.3415 0.0 0.0 0.1
H 3.1838 -1.5599 8.5509 0.0 0.0 -0.1
```
Positions in Å, forces in eV/Å.


# 3
DFT (ωB97M-V with the def2-TZVPD basis set) results for a molecular structure, C35H56CoN4O6Si4Te at a distorted geometry.

Calculated values
**E**: -4846.58754 Ha
**Max |F|**: 0.044 Eh/bohr
**Highest occupied orbital energy (spin up / spin down)**: -0.31 / -1.48 eV
**Relative energy (zero: lowest compared OMol25 entry of this formula, charge and spin)**: 2.813 eV
**<S²>**: 3.829
**Lowest unoccupied orbital energy (spin up / spin down)**: 3.897 / 3.895 eV
**Total charge**: -2
**Gap between HOMO and LUMO (spin up / spin down)**: 4.20 / 5.38 eV
**2S+1**: 4

```
107
Properties=species:S:1:pos:R:3:forces:R:3
Co 0.3959 1.4945 0.3389 -0.4 0.2 0.0
O 1.3059 2.2607 6.3264 1.3 -0.4 -0.4
C 1.0811 2.2269 4.9448 0.7 -0.5 0.9
C 2.1091 1.9304 4.0223 -0.2 0.3 0.1
C 1.6781 1.8668 2.7093 1.0 0.0 0.1
N 0.4427 2.0584 2.2663 -0.9 0.2 -0.4
C -0.5470 2.4671 3.1773 0.4 0.0 -1.0
C -0.1820 2.4650 4.5354 -0.6 0.3 0.7
C -1.8481 3.0136 2.9082 -0.5 0.2 0.5
O -2.5521 3.4093 3.8969 0.2 -0.2 -0.6
O -1.8345 2.8089 0.4235 0.0 0.3 -0.2
C 2.7365 1.6284 1.6426 0.5 -0.5 -0.4
O 3.8827 1.3457 1.9587 0.1 0.4 0.4
O 2.3456 1.7319 0.4143 -0.6 0.1 0.2
H 2.2119 1.9047 6.4962 -1.1 0.4 -0.3
H 3.1770 1.8268 4.2603 -0.7 -0.1 -0.1
H -0.9552 2.7428 5.2463 0.2 -0.1 -0.1
C -0.3280 5.8389 2.6275 -0.6 0.9 -0.3
N -1.0039 5.4560 1.4140 0.5 0.5 -0.2
C -0.2316 5.5784 0.1967 -0.6 0.2 0.9
C -2.3281 4.9324 1.4223 -0.1 0.0 -0.5
C -2.4888 3.3916 1.5499 0.2 0.2 0.7
C -3.9575 3.1094 1.5778 0.2 -1.7 -0.8
C -4.5101 1.8629 1.3574 0.1 1.5 0.2
C -3.8221 0.6739 1.0837 0.0 -0.6 0.2
C -2.4470 0.5010 0.8096 0.2 2.2 -0.3
C -1.4903 1.4796 0.4903 -0.7 -1.3 0.0
H -0.0471 6.9323 2.6398 0.1 -0.7 -0.3
H 0.5427 5.2227 2.7719 0.6 -0.2 0.3
H -0.9884 5.7237 3.4802 -0.1 -0.3 0.1
H -0.0005 6.6171 -0.0445 0.1 0.5 0.1
H -0.7960 5.2028 -0.6327 -0.2 -0.5 -0.4
H 0.7034 5.0490 0.2904 0.5 -0.4 -0.2
H -2.8444 5.2647 0.4934 0.1 -0.2 0.4
H -2.8576 5.3413 2.2843 -0.2 0.0 0.0
H -4.6054 3.9315 1.7363 -0.6 0.7 0.3
H -5.5989 1.8457 1.4417 0.2 -0.3 0.0
H -4.4080 -0.2467 1.1845 0.2 0.2 -0.2
H -2.0982 -0.4889 0.7669 0.5 -1.2 0.0
C -4.7496 1.1812 -5.6543 0.9 -0.1 -0.5
C -3.9591 2.4790 -5.4608 -0.9 -1.0 0.6
N -2.8992 2.3227 -4.4674 -0.1 0.7 0.1
C -3.0149 3.2409 -3.3217 -1.1 -0.1 -0.1
C -4.0608 2.6791 -2.3316 0.2 0.6 0.2
C -1.7161 1.8423 -4.9039 0.9 0.0 0.0
O -1.5425 1.5326 -6.0761 -0.1 -0.3 -0.2
C -0.5449 1.7373 -3.9459 1.1 -0.1 -0.6
C 0.7639 1.8151 -4.5114 -1.9 0.5 -0.5
C 1.8498 1.8253 -3.6844 0.1 -0.2 -0.1
C 1.6813 1.6804 -2.3151 -1.2 -0.4 -0.4
N 0.4564 1.4978 -1.7871 0.5 0.1 0.7
C -0.6219 1.5270 -2.5753 0.1 0.0 -0.5
H -5.4244 1.2073 -6.5162 0.0 0.3 0.2
H -5.2953 0.9283 -4.7647 -0.3 -0.3 0.4
H -3.9943 0.4158 -5.8798 -0.4 -0.1 0.2
H -4.6331 3.2553 -5.1235 0.0 0.3 0.1
H -3.5760 2.7421 -6.4103 0.8 0.5 -0.9
H -3.4108 4.1682 -3.7847 0.4 -0.1 0.6
H -2.0373 3.4551 -2.8942 -0.2 -0.1 0.1
H -5.0521 2.7053 -2.8084 0.2 0.0 0.2
H -4.0940 3.2151 -1.3638 0.0 -0.1 -0.6
H -3.8525 1.6438 -2.0797 0.2 -0.2 0.0
H 0.8681 1.9449 -5.6078 -0.2 -0.2 0.9
H 2.8034 1.8956 -4.1643 0.6 0.1 0.3
H 2.4746 1.6449 -1.6054 0.6 0.1 0.4
H -1.5794 1.3485 -2.1129 0.0 0.0 0.4
C 5.1025 -4.1372 -0.8512 -0.8 0.4 0.2
Si 3.6519 -2.9052 -0.3900 0.7 -0.1 -0.3
C 4.3550 -1.3697 0.4724 -0.8 -0.5 -0.8
C 2.9555 -2.1154 -1.9468 -1.0 0.3 0.2
Si 1.8222 -3.7940 0.7549 -0.3 0.7 -0.5
Te 0.6110 -1.7097 1.3708 0.0 -0.2 0.1
Si 0.2784 -5.0058 -0.5493 -0.7 0.6 0.4
C 0.7329 -6.8068 -0.7389 -0.7 -0.8 0.6
C -1.4681 -4.8183 0.2007 0.5 -0.2 -0.3
C -0.0332 -4.2617 -2.2424 0.9 0.5 -0.8
Si 2.4650 -4.9698 2.6041 0.7 -0.2 1.0
C 3.4469 -6.5795 2.3409 -0.6 -0.5 -0.5
C 3.5591 -3.9053 3.7355 -0.8 0.9 -0.7
C 0.9899 -5.4702 3.6394 -0.4 0.0 -0.3
H 5.9371 -3.6208 -1.3002 0.2 0.4 -0.4
H 4.8101 -4.9610 -1.5007 -0.2 0.0 -0.2
H 5.5164 -4.5917 0.0348 0.0 -0.2 0.6
H 5.1753 -0.9701 -0.1234 0.2 0.0 0.1
H 4.6252 -1.4862 1.5000 0.3 0.0 0.6
H 3.5360 -0.6419 0.4314 0.2 0.0 0.1
H 3.6199 -1.3340 -2.2996 0.2 0.3 -0.1
H 1.9762 -1.6500 -1.6728 0.7 -0.1 0.0
H 2.7063 -2.7508 -2.7789 0.1 -0.6 -0.4
H 0.7068 -7.3235 0.2408 0.0 0.3 -0.3
H 1.7225 -6.9403 -1.1180 0.8 0.0 -0.3
H 0.0548 -7.3538 -1.4011 -0.1 0.1 0.0
H -1.7053 -5.3894 1.0786 0.1 -0.3 0.6
H -2.2179 -5.0859 -0.5375 -0.1 0.0 -0.3
H -1.5862 -3.7710 0.4453 -0.1 0.4 0.1
H 0.8089 -4.3749 -2.9489 -0.2 -0.2 0.2
H -0.1557 -3.1762 -2.1975 -0.1 0.0 0.3
H -0.9286 -4.6500 -2.7210 -0.2 -0.3 0.0
H 4.4378 -6.4691 1.9341 0.5 0.3 -0.3
H 2.9118 -7.2575 1.6521 0.1 0.2 0.2
H 3.5675 -7.1314 3.2709 -0.1 0.0 0.3
H 4.4026 -3.5193 3.1737 0.6 -0.3 0.0
H 3.8472 -4.4228 4.6396 0.2 -0.1 0.2
H 3.0451 -2.9581 3.9772 -0.2 -0.5 0.2
H 0.4304 -6.2719 3.1422 0.1 -0.1 0.2
H 0.3138 -4.6120 3.6729 0.0 0.0 0.3
H 1.2920 -5.7698 4.6474 -0.1 0.0 -0.1
```
Positions in Å, forces in eV/Å.


Among the records above, which one has the highest E?
C35H56Cl2F7N2O8